No. 1
Formula: C60H120AgN5O12
Source: the OMol25 dataset
Level of theory: the ωB97M-V functional and the def2-TZVPD basis

Its net charge is +1. The expectation value of S² is 0.75. For the energy above the lowest of the compared OMol25 structures with the same formula, charge and spin, the calculation gives 181.9 kcal per mole. Its multiplicity is 2. The value obtained for the HOMO energy (alpha / beta) is -9.128 / -9.128 eV.

Positions of all 198 atoms, in Å:
Ag1 2.16 -3.81 7.33
C1 -0.51 -0.59 1.72
C2 -0.52 -2.07 2.12
C3 0.05 -2.87 0.92
O1 0.19 -2.33 3.29
H1 0.49 -0.21 1.48
H2 -0.97 0.11 2.42
H3 -1.16 -0.36 0.88
H4 -1.57 -2.35 2.22
H5 -0.57 -2.65 0.05
H6 -0.17 -3.93 1.00
H7 1.08 -2.62 0.65
C4 2.48 -10.98 -2.64
C5 2.93 -10.25 -3.91
C6 3.61 -8.92 -3.47
C7 5.12 -9.15 -2.94
C8 5.85 -10.06 -3.95
C9 5.18 -11.42 -4.33
N1 3.77 -11.13 -4.75
O2 3.05 -12.28 -5.23
C10 5.96 -11.89 -5.56
C11 5.33 -12.48 -3.25
C12 1.56 -9.77 -4.53
H8 3.26 -11.39 -1.99
H9 1.85 -11.84 -2.87
H10 1.85 -10.28 -2.07
H11 3.73 -8.29 -4.36
H12 3.07 -8.34 -2.73
H13 4.98 -9.55 -1.94
H14 5.60 -8.18 -2.81
H15 6.86 -10.24 -3.58
H16 5.91 -9.44 -4.84
H17 5.84 -11.14 -6.34
H18 7.03 -11.91 -5.36
H19 5.58 -12.85 -5.91
H20 4.46 -13.12 -3.16
H21 6.21 -13.10 -3.39
H22 5.39 -11.97 -2.29
H23 0.91 -10.64 -4.53
H24 1.51 -9.57 -5.60
H25 1.02 -8.99 -3.99
H26 3.01 -12.18 -6.19
C13 -6.30 3.53 4.17
C14 -7.65 3.28 3.40
C15 -8.19 4.72 3.14
C16 -9.23 4.78 2.09
C17 -8.80 4.26 0.77
C18 -8.32 2.75 0.95
N2 -7.34 2.66 2.08
O3 -6.91 1.28 2.25
C19 -9.54 1.87 1.19
C20 -7.59 2.26 -0.32
C21 -8.63 2.50 4.31
H27 -6.50 3.82 5.20
H28 -5.64 4.19 3.61
H29 -5.76 2.58 4.25
H30 -8.64 5.11 4.05
H31 -7.37 5.43 3.06
H32 -9.77 5.73 2.06
H33 -10.07 4.17 2.41
H34 -8.10 4.95 0.29
H35 -9.70 4.25 0.16
H36 -10.32 2.10 1.92
H37 -9.97 1.71 0.20
H38 -9.15 0.92 1.55
H39 -8.25 2.42 -1.17
H40 -6.57 2.60 -0.49
H41 -7.49 1.17 -0.34
H42 -9.64 2.47 3.90
H43 -8.70 2.94 5.31
H44 -8.24 1.49 4.43
H45 -6.05 1.41 1.84
C22 -1.01 -0.44 -9.86
C23 0.41 0.12 -9.64
C24 0.25 1.59 -10.01
C25 -0.13 2.48 -8.85
C26 0.65 2.27 -7.52
C27 0.66 0.79 -7.09
N3 0.99 -0.10 -8.25
O4 1.15 -1.48 -7.97
C28 1.74 0.59 -5.99
C29 -0.71 0.47 -6.50
C30 1.32 -0.60 -10.69
H46 -1.01 -1.51 -9.70
H47 -1.37 -0.22 -10.87
H48 -1.76 -0.10 -9.14
H49 1.20 1.97 -10.38
H50 -0.53 1.75 -10.75
H51 -1.17 2.19 -8.68
H52 -0.14 3.52 -9.18
H53 0.13 2.80 -6.72
H54 1.67 2.62 -7.68
H55 1.49 1.29 -5.19
H56 1.74 -0.37 -5.48
H57 2.75 0.69 -6.39
H58 -1.56 0.52 -7.18
H59 -0.55 -0.55 -6.16
H60 -0.88 1.13 -5.65
H61 2.26 -0.11 -10.95
H62 0.77 -0.77 -11.62
H63 1.73 -1.52 -10.29
H64 2.03 -1.65 -8.31
C31 -2.72 7.62 -2.24
C32 -2.20 8.34 -0.97
C33 -1.86 7.28 0.18
C34 -0.46 6.70 0.26
C35 0.51 7.89 0.14
C36 0.36 8.67 -1.17
N4 -1.01 9.22 -1.23
O5 -1.31 10.18 -2.21
C37 1.29 9.89 -1.01
C38 0.86 7.77 -2.33
C39 -3.35 9.23 -0.42
H65 -3.14 8.26 -3.01
H66 -3.43 6.85 -1.94
H67 -1.97 6.95 -2.67
H68 -2.02 7.68 1.18
H69 -2.53 6.44 0.00
H70 -0.30 5.82 -0.37
H71 -0.45 6.23 1.24
H72 1.52 7.54 0.33
H73 0.39 8.56 0.98
H74 1.08 10.56 -0.18
H75 2.35 9.66 -0.85
H76 1.30 10.46 -1.94
H77 0.66 8.17 -3.32
H78 1.94 7.69 -2.19
H79 0.46 6.76 -2.25
H80 -2.91 9.92 0.29
H81 -4.20 8.74 0.05
H82 -3.77 9.85 -1.22
H83 -1.47 11.00 -1.75
C40 6.58 0.57 3.11
C41 7.61 1.37 2.22
C42 7.07 2.75 1.89
C43 7.23 3.82 2.98
C44 8.77 3.88 3.30
C45 9.39 2.51 3.73
N5 9.06 1.44 2.75
O6 9.71 0.23 2.95
C46 10.92 2.75 3.82
C47 8.93 2.16 5.16
C48 7.56 0.60 0.88
H84 6.95 -0.45 3.25
H85 5.66 0.49 2.54
H86 6.29 0.95 4.08
H87 7.46 3.17 0.96
H88 5.99 2.57 1.80
H89 6.54 3.63 3.80
H90 6.92 4.80 2.63
H91 8.86 4.68 4.03
H92 9.32 4.27 2.45
H93 11.47 3.08 2.94
H94 11.15 3.50 4.57
H95 11.42 1.80 4.04
H96 7.84 2.12 5.23
H97 9.17 1.16 5.50
H98 9.14 2.96 5.88
H99 8.40 0.87 0.23
H100 6.65 0.64 0.29
H101 7.69 -0.46 1.10
H102 10.29 0.10 2.20
O7 -2.54 -2.94 9.11
C49 -3.73 -3.18 9.03
O8 -4.22 -4.08 9.89
C50 -5.57 -4.04 9.84
C51 -5.96 -3.48 8.45
C52 -4.70 -2.54 8.14
H103 -5.96 -3.43 10.66
H104 -6.05 -5.01 9.94
H105 -6.98 -3.12 8.39
H106 -5.88 -4.31 7.75
H107 -4.78 -1.51 8.47
H108 -4.36 -2.58 7.11
O9 2.31 1.36 8.46
C53 2.08 2.56 8.41
O10 2.82 3.49 9.12
C54 2.48 4.84 8.77
C55 1.15 4.78 8.00
C56 1.20 3.36 7.41
H109 3.31 5.25 8.19
H110 2.54 5.33 9.75
H111 0.90 5.59 7.31
H112 0.37 4.86 8.75
H113 1.72 3.27 6.45
H114 0.27 2.80 7.38
O11 -8.01 -6.38 2.91
C57 -7.12 -6.77 2.12
O12 -6.61 -7.93 2.30
C58 -5.51 -8.19 1.47
C59 -5.57 -7.11 0.42
C60 -6.51 -6.05 0.96
H115 -5.56 -9.15 0.94
H116 -4.65 -8.23 2.14
H117 -5.95 -7.45 -0.54
H118 -4.55 -6.80 0.17
H119 -7.16 -5.72 0.15
H120 -5.98 -5.17 1.33

These are the Löwdin partial charges, in e, on atoms 1 to 8: number 1, Ag, carries 0.997; number 2, C, carries -0.067; number 3, C, carries -0.510; number 4, C, carries -0.067; number 5, O, carries 0.026; number 6, H, carries 0.083; number 7, H, carries 0.075; number 8, H, carries 0.081

---

No. 2
Formula: C11H12ClN5OS3
Source: the OMol25 dataset
Level of theory: the ωB97M-V functional and the def2-TZVPD basis

For the energy above the lowest of the compared OMol25 structures with the same formula, charge and spin, the calculation gives 15.3 kcal per mole. The SMILES is CCCSc1nnc(NC(=O)c2nc(SC)ncc2Cl)s1. The value obtained for the HOMO energy is -8.645 eV.

Positions of all 33 atoms, in Å:
C1 -4.67 1.04 4.92
C2 -3.51 2.04 4.60
C3 -2.68 1.57 3.42
S1 -1.72 0.08 3.97
C4 -0.85 -0.36 2.50
N1 -0.42 -1.55 2.23
N2 0.35 -1.61 1.10
C5 0.41 -0.47 0.48
N3 1.16 -0.45 -0.68
C6 1.47 0.65 -1.51
O1 1.29 1.79 -1.09
C7 2.16 0.39 -2.84
N4 2.07 -0.87 -3.33
C8 2.67 -1.18 -4.47
S2 2.62 -2.82 -5.10
C9 2.31 -3.77 -3.56
N5 3.42 -0.27 -5.16
C10 3.52 0.95 -4.72
C11 2.84 1.38 -3.57
Cl1 2.86 3.08 -3.07
S3 -0.47 0.76 1.26
H1 -5.30 1.39 5.72
H2 -4.26 0.05 5.22
H3 -5.31 0.91 4.07
H4 -2.90 2.13 5.49
H5 -3.98 3.00 4.33
H6 -3.33 1.33 2.60
H7 -1.99 2.38 3.17
H8 1.38 -1.37 -1.03
H9 3.10 -3.50 -2.80
H10 2.35 -4.85 -3.70
H11 1.33 -3.53 -3.19
H12 4.08 1.67 -5.26

These are the natural (NBO) partial charges, in e, on atoms 1 to 8: number 1, C, carries -0.612; number 2, C, carries -0.409; number 3, C, carries -0.508; number 4, S, carries 0.277; number 5, C, carries -0.174; number 6, N, carries -0.262; number 7, N, carries -0.290; number 8, C, carries 0.157

---

No. 3
Formula: C42H93IN2O17S2
Source: the OMol25 dataset
Level of theory: the ωB97M-V functional and the def2-TZVPD basis

The SMILES is CCN(CC)C(=S)SCCCNC(=O)OCCCI.COCCOCCOC.COCCOCCOC.COCCOCCOC.COCCOCCOC.COCCOCCOC. The value obtained for the HOMO energy is -8.094 eV.

Positions of all 157 atoms, in Å:
C1 8.71 -2.97 6.62
C2 9.94 -2.62 5.76
N1 9.83 -1.28 5.17
C3 10.36 -1.14 3.80
C4 9.25 -0.92 2.74
C5 10.07 -0.24 6.02
S1 10.54 -0.33 7.58
S2 9.71 1.38 5.28
C6 8.19 1.68 6.23
C7 7.48 2.91 5.67
C8 5.98 2.96 6.07
N2 5.64 2.11 7.21
C9 4.50 1.33 7.12
O1 3.57 1.40 7.87
O2 4.59 0.38 6.15
C10 3.64 0.48 5.08
C11 3.39 -0.92 4.53
C12 2.09 -1.06 3.74
I1 1.56 0.61 2.51
H1 9.01 -3.41 7.57
H2 8.12 -2.07 6.82
H3 8.09 -3.68 6.09
H4 9.97 -3.32 4.93
H5 10.87 -2.75 6.32
H6 11.06 -0.31 3.75
H7 10.91 -2.04 3.55
H8 9.26 -1.72 1.99
H9 8.28 -0.96 3.23
H10 9.34 0.04 2.25
H11 8.44 1.83 7.28
H12 7.57 0.79 6.16
H13 7.57 2.91 4.58
H14 7.99 3.80 6.03
H15 5.39 2.68 5.21
H16 5.72 4.00 6.31
H17 5.64 2.60 8.10
H18 2.72 0.93 5.46
H19 4.07 1.11 4.30
H20 4.24 -1.18 3.89
H21 3.37 -1.60 5.37
H22 1.26 -1.22 4.41
H23 2.16 -1.91 3.06
C13 -1.61 -0.29 0.05
O3 -1.10 -0.78 -1.16
C14 0.31 -0.68 -1.26
C15 0.87 -1.77 -2.15
O4 0.91 -3.05 -1.54
C16 -0.32 -3.75 -1.39
C17 -0.88 -4.32 -2.67
O5 -1.48 -3.32 -3.47
C18 -1.42 -3.60 -4.85
H24 -1.47 0.79 0.14
H25 -2.68 -0.52 0.06
H26 -1.15 -0.79 0.91
H27 0.78 -0.75 -0.27
H28 0.57 0.30 -1.69
H29 1.91 -1.52 -2.35
H30 0.33 -1.79 -3.10
H31 -1.07 -3.14 -0.89
H32 -0.08 -4.59 -0.74
H33 -1.64 -5.07 -2.42
H34 -0.07 -4.82 -3.22
H35 -0.39 -3.75 -5.18
H36 -1.83 -2.74 -5.38
H37 -2.01 -4.49 -5.10
C19 -6.11 5.76 -0.44
O6 -6.06 4.46 -0.96
C20 -7.25 4.08 -1.64
C21 -6.97 3.06 -2.72
O7 -6.37 3.59 -3.89
C22 -4.99 3.93 -3.84
C23 -4.07 2.73 -3.87
O8 -4.03 2.09 -2.61
C24 -3.85 0.70 -2.72
H38 -6.85 5.84 0.37
H39 -5.13 6.00 -0.04
H40 -6.36 6.49 -1.22
H41 -7.73 4.95 -2.09
H42 -7.94 3.63 -0.91
H43 -7.93 2.66 -3.04
H44 -6.38 2.22 -2.32
H45 -4.77 4.58 -3.00
H46 -4.82 4.50 -4.76
H47 -3.06 3.07 -4.13
H48 -4.42 2.04 -4.64
H49 -4.64 0.25 -3.33
H50 -3.91 0.27 -1.72
H51 -2.87 0.45 -3.15
C25 5.60 -7.89 2.02
O9 6.71 -8.26 2.81
C26 7.81 -7.38 2.67
C27 8.64 -7.34 3.93
O10 8.08 -6.58 4.98
C28 6.98 -7.14 5.68
C29 7.34 -8.28 6.61
O11 7.57 -9.47 5.89
C30 8.49 -10.33 6.53
H52 5.82 -7.98 0.95
H53 4.78 -8.57 2.27
H54 5.29 -6.86 2.23
H55 7.46 -6.36 2.43
H56 8.44 -7.73 1.84
H57 9.57 -6.81 3.68
H58 8.91 -8.34 4.25
H59 6.18 -7.43 5.00
H60 6.60 -6.32 6.30
H61 6.50 -8.44 7.31
H62 8.22 -7.99 7.19
H63 9.45 -9.82 6.71
H64 8.67 -11.18 5.87
H65 8.10 -10.70 7.49
C31 -9.41 -4.88 -5.29
O12 -9.40 -3.48 -5.42
C32 -10.09 -2.82 -4.38
C33 -9.52 -1.44 -4.12
O13 -8.29 -1.45 -3.42
C34 -7.12 -1.82 -4.12
C35 -6.60 -0.75 -5.07
O14 -7.38 -0.69 -6.25
C36 -7.41 0.60 -6.81
H66 -10.42 -5.29 -5.41
H67 -8.78 -5.29 -6.08
H68 -9.01 -5.20 -4.32
H69 -10.04 -3.41 -3.45
H70 -11.15 -2.71 -4.66
H71 -10.22 -0.92 -3.47
H72 -9.45 -0.88 -5.05
H73 -7.25 -2.77 -4.64
H74 -6.36 -1.96 -3.35
H75 -5.57 -0.99 -5.34
H76 -6.61 0.22 -4.55
H77 -7.78 1.34 -6.09
H78 -8.08 0.57 -7.67
H79 -6.41 0.91 -7.16
C37 -6.54 11.20 -2.40
O15 -6.09 10.71 -3.64
C38 -4.68 10.76 -3.77
C39 -4.17 9.67 -4.69
O16 -4.16 8.38 -4.10
C40 -5.40 7.70 -3.96
C41 -5.95 7.13 -5.25
O17 -6.52 8.15 -6.05
C42 -6.45 7.87 -7.43
H80 -6.35 12.28 -2.30
H81 -7.62 11.04 -2.36
H82 -6.08 10.67 -1.57
H83 -4.20 10.65 -2.79
H84 -4.39 11.73 -4.19
H85 -3.13 9.89 -4.91
H86 -4.72 9.67 -5.63
H87 -6.14 8.33 -3.46
H88 -5.18 6.86 -3.31
H89 -6.73 6.40 -5.00
H90 -5.15 6.62 -5.79
H91 -5.41 7.70 -7.74
H92 -6.84 8.74 -7.97
H93 -7.04 6.99 -7.70

These are the Löwdin partial charges, in e, on atoms 1 to 8: number 1, C, carries -0.082; number 2, C, carries -0.255; number 3, N, carries -0.204; number 4, C, carries -0.239; number 5, C, carries -0.081; number 6, C, carries -1.086; number 7, S, carries 0.694; number 8, S, carries 0.871

---

No. 4
Formula: C2H7ClNOPS
Source: the OMol25 dataset
Level of theory: the ωB97M-V functional and the def2-TZVPD basis

For the energy above the lowest of the compared OMol25 structures with the same formula, charge and spin, the calculation gives 32.6 kcal per mole. The SMILES is O=P(=S)Cl.CCN. The value obtained for the HOMO energy is -9.232 eV.

Positions of all 14 atoms, in Å:
O1 2.43 -0.39 1.84
P1 2.62 0.12 0.52
S1 2.95 1.98 0.19
Cl1 2.93 -1.27 -0.89
C1 -1.83 -0.25 0.55
C2 -0.40 -0.02 0.00
N1 -0.52 0.21 -1.40
H1 -2.05 -1.15 0.12
H2 -1.78 -0.09 1.65
H3 -2.41 0.59 0.16
H4 -0.14 0.94 0.57
H5 0.18 -0.95 0.13
H6 -0.82 -0.66 -1.80
H7 -1.16 0.94 -1.64

These are the natural (NBO) partial charges, in e, on atoms 1 to 8: number 1, O, carries -0.995; number 2, P, carries 1.578; number 3, S, carries -0.403; number 4, Cl, carries -0.197; number 5, C, carries -0.610; number 6, C, carries -0.240; number 7, N, carries -0.839; number 8, H, carries 0.198

---

Question: Which formula does entry 2 have?
Answer: C11H12ClN5OS3

---

Question: Number 3 is which compound?
Answer: C42H93IN2O17S2